1:
# C3H4N2O

The molecule C3H4N2O (ωB97M-V/def2-TZVPD, the OMol25 dataset).

Its lowest unoccupied orbital energy is 0.724 eV. The total charge is 0. The calculation puts the molecular weight at 84.1 g/mol.

Bonds (Å) are listed after each position.
Atoms and positions in Å:
1 C -0.8776 0.4909 -0.1921  N2 1.302, C3 1.519
2 N -0.1665 1.5452 -0.4726  C1 1.302, H8 1.010, H9 1.024
3 C -0.1064 -0.8059 -0.0149  C1 1.519, O4 1.413, C5 1.445, H10 1.114
4 O -0.8034 -1.7227 0.8037  C3 1.413, H7 0.972
5 C 1.2349 -0.5780 0.4724  C3 1.445, N6 1.147
6 N 2.2792 -0.2319 0.7953  C5 1.147
7 H -1.7461 -1.4901 0.7575  O4 0.972
8 H -0.6564 2.4192 -0.5972  N2 1.010
9 H 0.8557 1.6010 -0.5101  N2 1.024
10 H -0.0133 -1.2277 -1.0421  C3 1.114

2:
# C3H4N2O

The molecule C3H4N2O (ωB97M-V/def2-TZVPD, the OMol25 dataset).

Its lowest unoccupied orbital energy is 0.867 eV. As for the SMILES: C=C=NNC=O. The total charge is 0. The calculation puts the molecular weight at 84.1 g/mol.

Bonds (Å) are listed after each position.
Atoms and positions in Å:
1 C 1.3194 -0.9965 -1.2919  C2 1.304, H7 1.085, H8 1.084
2 C 0.9689 -0.5731 -0.1097  C1 1.304, N3 1.237
3 N 0.7354 -0.2010 1.0464  C2 1.237, N4 1.380
4 N -0.4521 0.4447 1.3221  N3 1.380, C5 1.371, H9 1.007
5 C -1.3769 0.8137 0.3796  N4 1.371, O6 1.205, H10 1.106
6 O -1.4124 0.4059 -0.7535  C5 1.205
7 H 1.7460 -0.3019 -2.0074  C1 1.085
8 H 1.0427 -1.9943 -1.6118  C1 1.084
9 H -0.4756 0.8522 2.2422  N4 1.007
10 H -2.0954 1.5503 0.7839  C5 1.106

3:
# C3H4N2O

The molecule C3H4N2O (ωB97M-V/def2-TZVPD, the OMol25 dataset).

Its lowest unoccupied orbital energy is 0.884 eV. As for the SMILES: Nc1cnco1. The total charge is 0. The calculation puts the molecular weight at 84.1 g/mol.

Bonds (Å) are listed after each position.
Atoms and positions in Å:
1 N 0.3640 1.6354 0.6846  C2 1.393, H7 1.001, H8 0.996
2 C 0.0432 0.3791 0.1763  N1 1.393, C3 1.358, O6 1.373
3 C -1.0006 -0.4895 0.1760  C2 1.358, N4 1.388, H9 1.075
4 N -0.6411 -1.6715 -0.4572  C3 1.388, C5 1.285
5 C 0.5738 -1.4637 -0.8203  N4 1.285, O6 1.349, H10 1.082
6 O 1.0705 -0.2582 -0.4749  C2 1.373, C5 1.349
7 H -0.1166 2.0113 1.4776  N1 1.001
8 H 0.4667 2.3545 0.0032  N1 0.996
9 H -1.9831 -0.3559 0.5923  C3 1.075
10 H 1.2232 -2.1415 -1.3577  C5 1.082

4:
# C3H4N2O

A cluster of 2 separate species, C3H4N2O in total (ωB97M-V/def2-TZVPD, the OMol25 dataset).

Its lowest unoccupied orbital energy is 0.867 eV. As for the SMILES: CC#[N+][O-].C#N. The total charge is 0. The calculation puts the molecular weight at 84.1 g/mol.

Bonds (Å) are listed after each position.
Atoms and positions in Å:
1 C -1.7408 0.0054 -0.1069  C2 1.465, H5 1.094, H6 1.093, H7 1.093
2 C -0.3134 -0.1819 -0.3793  C1 1.465, N3 1.195
3 N 0.5787 -0.5660 -1.0747  C2 1.195, O4 1.246
4 O 1.8244 -0.6036 -1.0655  N3 1.246
5 H -2.3307 -0.4439 -0.9108  C1 1.094
6 H -2.0034 -0.4702 0.8412  C1 1.093
7 H -1.9746 1.0709 -0.0405  C1 1.093
8 C 1.9928 0.3329 0.7878  N9 1.176, H10 1.072
9 N 0.9033 0.5613 1.1670  C8 1.176
10 H 3.0636 0.2950 0.7818  C8 1.072

Which one sits at the top of the stability order? 3 does.

1:
# C5H10S2

The molecule C5H10S2 (ωB97M-V/def2-TZVPD, the OMol25 dataset).

Its lowest unoccupied orbital energy is 0.851 eV. As for the SMILES: CSC1(SC)CC1. The total charge is 0. The calculation puts the molecular weight at 134.3 g/mol.

Bonds (Å) are listed after each position.
Atoms and positions in Å:
1 C 2.0305 0.4417 -1.3374  S2 1.823, H8 1.090, H9 1.065, H10 1.087
2 S 1.0647 0.9412 0.1253  C1 1.823, C3 1.711
3 C 0.0739 -0.4374 0.3400  S2 1.711, S4 1.744, C6 1.491, C7 1.596
4 S -1.1945 -0.4709 -0.8565  C3 1.744, C5 1.716
5 C -2.1562 0.8708 -0.3881  S4 1.716, H11 1.036, H12 1.229, H13 1.154
6 C 0.6199 -1.5585 1.1577  C3 1.491, C7 1.541, H14 1.079, H15 1.117
7 C -0.2282 -0.5107 1.9049  C3 1.596, C6 1.541, H16 1.087, H17 1.224
8 H 1.2615 0.2872 -2.0938  C1 1.090
9 H 2.6947 1.1300 -1.8052  C1 1.065
10 H 2.6697 -0.4179 -1.1555  C1 1.087
11 H -2.6584 0.6177 0.4816  C5 1.036
12 H -1.4671 1.7736 0.0805  C5 1.229
13 H -2.9661 1.0529 -1.1895  C5 1.154
14 H 1.6817 -1.5923 1.3480  C6 1.079
15 H 0.1671 -2.5791 1.1536  C6 1.117
16 H 0.0566 0.1654 2.7067  C7 1.087
17 H -1.4007 -0.7972 2.1097  C7 1.224

2:
# C5H10S2

The molecule C5H10S2 (ωB97M-V/def2-TZVPD, the OMol25 dataset).

Its lowest unoccupied orbital energy is 0.851 eV. As for the SMILES: CS/C=C(/C)SC. The total charge is 0. The calculation puts the molecular weight at 134.3 g/mol.

Bonds (Å) are listed after each position.
Atoms and positions in Å:
1 C -1.9824 1.3411 -2.0947  S2 1.789, H8 1.091, H9 1.097, H10 1.096
2 S -0.8143 1.6279 -0.7698  C1 1.789, C3 1.781
3 C 0.0908 0.0956 -0.8299  S2 1.781, C4 1.332, H11 1.070
4 C 0.9876 -0.2960 0.0744  C3 1.332, C5 1.504, S6 1.775
5 C 1.7418 -1.5922 -0.0404  C4 1.504, H12 1.108, H13 1.091, H14 1.113
6 S 1.3832 0.7710 1.4367  C4 1.775, C7 1.810
7 C 0.1149 0.2274 2.6077  S6 1.810, H15 1.102, H16 1.100, H17 1.100
8 H -1.4851 1.1510 -3.0468  C1 1.091
9 H -2.6269 0.4801 -1.8782  C1 1.097
10 H -2.6310 2.2201 -2.1824  C1 1.096
11 H -0.1543 -0.5660 -1.6344  C3 1.070
12 H 1.3448 -2.2452 -0.8432  C5 1.108
13 H 2.8126 -1.4299 -0.1730  C5 1.091
14 H 1.6493 -2.1915 0.8931  C5 1.113
15 H 0.2446 -0.8363 2.8665  C7 1.102
16 H -0.8541 0.3813 2.1105  C7 1.100
17 H 0.1785 0.8617 3.5038  C7 1.100

Which one sits at the top of the stability order? 2 does.

1:
# C9H11N3

The molecule C9H11N3 (ωB97M-V/def2-TZVPD, the OMol25 dataset).

Its lowest unoccupied orbital energy is 0.510 eV. As for the SMILES: Cc1cccc2c1N=C(N)NC2. The total charge is 0. The calculation puts the molecular weight at 161.2 g/mol.

Bonds (Å) are listed after each position.
Atoms and positions in Å:
1 C -0.7586 -0.4459 2.7886  C2 1.612, H13 1.051, H14 1.159, H15 1.098
2 C -1.1435 0.1893 1.3581  C1 1.612, C3 1.351, C7 1.453
3 C -2.3425 0.6923 0.9922  C2 1.351, C4 1.419, H16 1.128
4 C -2.6442 1.0774 -0.3399  C3 1.419, C5 1.356, H17 1.157
5 C -1.7435 0.8867 -1.3357  C4 1.356, C6 1.383, H18 1.166
6 C -0.5634 0.2404 -1.0133  C5 1.383, C7 1.469, C12 1.609
7 C -0.2514 -0.2949 0.3191  C2 1.453, C6 1.469, N8 1.490
8 N 0.9959 -1.0603 0.6001  C7 1.490, C9 1.323
9 C 1.9327 -0.8351 -0.3063  N8 1.323, N10 1.386, N11 1.286
10 N 3.1472 -1.4959 -0.2092  C9 1.386, H19 1.032, H20 0.985
11 N 1.7929 -0.0351 -1.3040  C9 1.286, C12 1.433, H21 1.148
12 C 0.6421 0.3308 -2.0754  C6 1.609, N11 1.433, H22 1.102, H23 1.244
13 H 0.0064 0.1512 3.1916  C1 1.051
14 H -1.5782 -0.2353 3.5803  C1 1.159
15 H -0.6016 -1.4548 2.3841  C1 1.098
16 H -3.0195 1.1011 1.7966  C3 1.128
17 H -3.4021 1.9212 -0.5669  C4 1.157
18 H -1.9912 1.2044 -2.4297  C5 1.166
19 H 4.0596 -1.2180 -0.6024  N10 1.032
20 H 3.4356 -1.9325 0.6253  N10 0.985
21 H 2.7203 0.3340 -1.8716  N11 1.148
22 H 0.9040 1.2948 -2.5403  C12 1.102
23 H 0.4030 -0.4155 -3.0415  C12 1.244

2:
# C9H11N3

The molecule C9H11N3 (ωB97M-V/def2-TZVPD, the OMol25 dataset).

Its lowest unoccupied orbital energy is 0.829 eV. As for the SMILES: CC(C)(C#N)c1ncccc1N. The total charge is 0. The calculation puts the molecular weight at 161.2 g/mol.

Bonds (Å) are listed after each position.
Atoms and positions in Å:
1 C 0.9257 -1.5019 -1.0647  C2 1.585, H13 1.055, H14 1.106, H15 1.062
2 C 1.0838 -0.6485 0.2621  C1 1.585, C3 1.554, C4 1.406, C6 1.453
3 C 1.1189 -1.6951 1.4100  C2 1.554, H16 1.075, H17 1.024, H18 1.119
4 C 2.2780 0.0896 0.1807  C2 1.406, N5 1.147
5 N 3.2685 0.6662 0.2290  C4 1.147
6 C -0.1462 0.1221 0.3249  C2 1.453, N7 1.338, C11 1.452
7 N -1.0974 -0.3516 1.1374  C6 1.338, C8 1.303
8 C -2.3299 0.0644 1.0607  N7 1.303, C9 1.402, H19 1.156
9 C -2.6968 1.1707 0.2815  C8 1.402, C10 1.387, H20 1.063
10 C -1.6793 1.8121 -0.4092  C9 1.387, C11 1.387, H21 1.090
11 C -0.4138 1.2598 -0.5361  C6 1.452, C10 1.387, N12 1.383
12 N 0.5111 1.7836 -1.4211  C11 1.383, H22 1.098, H23 1.066
13 H 1.0050 -1.0037 -1.9910  C1 1.055
14 H 0.0879 -2.1955 -1.2661  C1 1.106
15 H 1.7891 -2.1196 -1.0528  C1 1.062
16 H 0.2401 -2.2720 1.1858  C3 1.075
17 H 2.0092 -2.1929 1.3232  C3 1.024
18 H 1.0332 -1.0779 2.3400  C3 1.119
19 H -3.1430 -0.5798 1.5699  C8 1.156
20 H -3.6660 1.6061 0.2656  C9 1.063
21 H -2.0184 2.6801 -0.9740  C10 1.090
22 H 0.3264 2.8235 -1.7202  N12 1.098
23 H 1.5140 1.5603 -1.1355  N12 1.066

Which one sits at the top of the stability order? 2 does.